Formula: C6H17N3
Source: OMol25
Level of theory: ωB97M-V/def2-TZVPD

For the energy above the lowest of the compared OMol25 structures with the same formula, charge and spin, the calculation gives 109.58 kcal/mol.

```
26
Properties=species:S:1:pos:R:3:forces:R:3
C -1.04391 -2.59846 0.20081 -2.39 -2.60 1.46
C 0.13338 -1.57176 -1.64626 0.54 0.04 0.04
C 1.28943 -1.94326 0.60216 0.22 -0.17 -1.92
C 0.19810 2.74937 1.48677 1.79 2.08 -0.52
C -0.56843 2.81707 -0.82692 -0.57 1.55 1.16
C -0.00485 -1.63037 -0.14632 -0.28 3.32 1.26
N -0.51499 -0.34986 0.48686 2.00 1.03 -1.19
N 0.75374 1.01641 -0.25204 -3.01 -1.17 0.66
N 0.30694 2.20400 0.14144 0.08 0.29 -0.93
H -1.45907 -2.53646 1.24828 0.83 0.48 -0.72
H -2.00884 -2.58946 -0.39874 1.49 -0.10 0.10
H -0.53886 -3.58157 0.23167 -0.77 -0.14 -0.60
H 0.80212 -0.78697 -1.99701 0.54 -0.32 0.23
H -0.81616 -1.19571 -1.98642 -0.65 -0.61 -0.69
H 0.44619 -2.58934 -1.97409 -0.49 0.81 -0.38
H 2.05595 -2.26503 -0.10605 -0.03 -0.48 0.08
H 1.74095 -1.12771 1.10384 0.03 0.95 0.67
H 1.04487 -2.69872 1.28678 0.27 -1.09 1.19
H 0.87535 2.19492 2.19047 -1.03 0.69 -0.53
H 0.49432 3.88567 1.37084 0.45 -2.03 0.41
H -0.80398 2.99235 1.80225 -0.77 -1.27 0.47
H -0.61783 3.91080 -0.55513 -0.47 -1.09 -0.23
H -0.20734 2.81088 -1.81327 1.09 -0.34 -1.20
H -1.56057 2.35109 -0.92025 -0.06 0.16 0.61
H -1.45608 -0.12587 0.12103 0.67 0.06 -0.36
H 1.45956 0.65798 0.34928 0.56 -0.05 0.91
```
Positions in Å, forces in eV/Å.

---

Formula: C6H17N3
Source: OMol25
Level of theory: ωB97M-V/def2-TZVPD

Its structure (SMILES) is [H]/N=C(\C)N.CC(C)CN. For the energy above the lowest of the compared OMol25 structures with the same formula, charge and spin, the calculation gives 16.93 kcal/mol.

```
26
Properties=species:S:1:pos:R:3:forces:R:3
C 1.75303 -0.07216 -0.86566 1.43 -1.25 0.35
C 1.29398 -1.57625 -0.22346 0.25 1.84 -1.22
C 2.13675 0.92461 0.22470 -0.11 -0.34 0.00
C 1.01563 0.64508 -2.00379 -0.33 -0.30 0.39
N 1.00347 -1.64114 1.15903 -0.43 0.04 0.76
H 2.69886 -0.38893 -1.32469 -0.04 0.14 -0.02
H 0.17006 -1.09778 1.45852 0.67 -0.41 -0.04
H 1.79814 -1.38680 1.73092 -0.08 0.00 -0.03
H 2.14433 -2.23079 -0.43177 -0.22 0.05 -0.21
H 0.42535 -1.90163 -0.80234 0.15 -0.36 -0.02
H 2.64887 1.78649 -0.20290 -0.10 0.10 -0.07
H 1.24816 1.25995 0.75862 -0.03 0.14 0.14
H 0.51165 -0.06666 -2.65713 0.00 0.01 -0.24
H 0.27179 1.33514 -1.61131 -0.07 0.09 -0.09
H 2.82199 0.48194 0.94798 -0.04 -0.01 0.07
H 1.72267 1.23856 -2.58246 0.03 -0.11 -0.08
C -3.42251 0.62203 0.76911 0.12 0.03 0.10
C -1.99663 0.12662 0.82009 -0.34 -0.07 0.75
N -1.38368 0.07253 -0.37883 1.66 -0.52 -0.29
N -1.35288 -0.21763 1.87150 -0.17 0.36 0.13
H -0.36649 -0.23901 -0.42603 -2.44 0.65 -0.04
H -1.94827 0.15059 -1.20676 0.37 -0.03 -0.08
H -1.85978 -0.07739 2.73692 -0.22 0.00 -0.18
H -3.88591 0.60184 1.75311 0.05 -0.06 -0.03
H -3.44157 1.64689 0.39850 -0.02 0.02 -0.04
H -4.00700 0.00390 0.08810 -0.07 -0.02 -0.01
```
Positions in Å, forces in eV/Å.

---

Formula: C6H17N3O6P2S
Source: OMol25
Level of theory: ωB97M-V/def2-TZVPD

Its structure (SMILES) is C[C@H](O)CNCCOOC(=O)N([PH2]=N)P(O)(O)=S. For the energy above the lowest of the compared OMol25 structures with the same formula, charge and spin, the calculation gives 0.00 kcal/mol.

```
35
Properties=species:S:1:pos:R:3:forces:R:3
C 4.84672 -0.80764 1.35643 0.16 -0.19 -0.04
C 4.09913 -1.41683 0.18201 -0.11 0.14 0.09
O 5.00255 -1.99219 -0.75419 -0.07 -0.18 0.03
C 3.15539 -0.44605 -0.54974 0.01 -0.05 -0.06
N 2.67798 0.64965 0.27572 0.12 0.06 0.10
C 1.71589 1.51150 -0.37444 -0.11 -0.01 0.02
C 0.41794 0.82627 -0.83718 0.05 -0.08 -0.03
O -0.62660 1.70892 -0.43156 -0.16 0.11 -0.38
O -1.80404 1.22559 -1.14568 0.05 -0.08 0.21
C -2.88178 1.72509 -0.45832 -0.51 -0.12 -0.26
O -3.06883 2.86906 -0.22758 0.26 0.24 0.37
N -3.79186 0.69969 -0.05501 0.81 -0.48 0.02
P -3.91307 0.52602 1.68641 -0.62 0.37 0.14
N -5.25701 0.88706 2.35255 0.35 -0.19 0.15
P -3.82062 -0.75039 -0.93537 -0.07 -0.02 -0.09
O -5.23287 -1.31075 -0.41016 0.17 0.08 -0.27
O -4.09104 -0.16487 -2.39786 0.00 -0.12 0.24
S -2.41375 -2.04518 -0.77275 -0.14 0.12 0.00
H 5.44751 -1.58841 1.82358 0.03 0.00 -0.01
H 5.52053 -0.01414 1.02464 -0.11 0.09 0.03
H 4.17619 -0.40799 2.11549 0.02 0.08 -0.04
H 3.51315 -2.26328 0.54580 0.00 -0.02 0.02
H 5.65363 -1.32369 -0.98776 0.04 0.06 -0.04
H 3.70797 -0.01938 -1.39387 -0.01 0.08 0.05
H 2.33679 -1.03739 -0.98668 0.05 0.00 -0.06
H 2.33257 0.33163 1.17227 -0.09 -0.07 -0.07
H 1.43999 2.31064 0.31643 0.01 -0.01 0.03
H 2.19569 1.99487 -1.22719 0.02 -0.02 -0.01
H 0.28705 -0.15318 -0.36756 -0.03 0.04 0.07
H 0.36404 0.69109 -1.91766 0.02 0.06 -0.03
H -3.42105 -0.77757 1.85417 0.13 -0.01 -0.06
H -2.84605 1.36926 2.00756 -0.01 0.04 -0.04
H -5.72848 0.09050 2.76261 -0.21 0.09 -0.12
H -5.18107 -2.27651 -0.39941 -0.05 -0.05 0.16
H -4.81257 -0.62142 -2.84571 -0.01 0.04 -0.13
```
Positions in Å, forces in eV/Å.

---

Formula: C6H17NO
Source: OMol25
Level of theory: ωB97M-V/def2-TZVPD

As for the expectation value of S²: 0.75. As for the spin multiplicity: 2. As for the net charge: -1. For the energy above the lowest of the compared OMol25 structures with the same formula, charge and spin, the calculation gives 7.32 kcal/mol.

```
25
Properties=species:S:1:pos:R:3:forces:R:3
C -1.66365 -1.38653 0.55466 1.60 -0.22 -0.31
O -0.94120 -0.25289 1.05562 -0.56 -0.88 0.26
C -2.28864 -1.04467 -0.78514 -0.68 -0.56 0.23
C -3.21746 0.17335 -0.71181 0.58 -0.06 -0.12
H -2.40263 -1.80505 1.25100 -0.07 0.60 0.18
H -0.92803 -2.23457 0.41855 -0.64 0.66 -0.05
H -2.93427 -1.89992 -1.01191 0.04 -0.15 -0.33
H -1.53712 -1.02353 -1.57098 0.19 0.39 0.03
H -3.48356 0.54103 -1.71157 0.09 0.04 0.24
H -2.80840 0.98191 -0.08800 0.00 -0.24 -0.38
H -4.11216 -0.19565 -0.24108 -0.65 0.18 0.28
C 1.22873 1.42593 -0.70629 0.07 -0.23 0.01
C 2.19614 0.44410 -0.03704 1.57 0.64 -0.44
C 2.78077 1.12321 1.22273 0.51 -0.96 0.58
N 1.61342 -0.85646 0.23980 -0.43 -0.46 0.11
H 0.96003 1.08945 -1.71778 -0.16 -0.06 0.24
H 0.32813 1.59007 -0.10233 0.09 -0.20 -0.19
H 1.72264 2.39752 -0.81304 0.10 -0.05 -0.06
H 3.06788 0.25885 -0.73028 -0.62 0.55 0.34
H 2.05712 1.07880 2.05636 0.19 0.15 -0.33
H 3.01906 2.16211 0.99113 -0.04 0.10 0.03
H 3.74599 0.66207 1.61065 -1.09 0.20 -0.60
H 1.20983 -1.23189 -0.65323 0.67 0.01 0.57
H 2.37357 -1.50213 0.55725 -0.70 0.34 -0.44
H 0.01381 -0.49509 0.92272 -0.06 0.20 0.15
```
Positions in Å, forces in eV/Å.

---

Formula: C6H17NO
Source: OMol25
Level of theory: ωB97M-V/def2-TZVPD

Its structure (SMILES) is CCCCN(C)C.O. For the energy above the lowest of the compared OMol25 structures with the same formula, charge and spin, the calculation gives 23.07 kcal/mol.

```
25
Properties=species:S:1:pos:R:3:forces:R:3
C -0.27281 0.29033 -0.59745 -0.41 0.19 -0.15
C 0.26338 0.72414 -1.94849 -0.44 0.08 0.13
C -0.02936 2.17919 -2.26686 1.12 0.88 0.29
C -0.18628 -1.19546 -0.29852 -0.44 -0.26 0.86
N -0.23598 -1.41086 1.14734 0.21 0.29 -0.01
C -1.01110 -2.55876 1.59456 0.06 0.88 -0.71
C 1.07061 -1.33612 1.74143 0.78 -0.75 0.40
H -1.33267 0.51579 -0.51758 -0.36 0.18 -0.26
H 0.11129 0.90104 0.21640 0.64 -0.19 0.07
H 1.33636 0.54132 -1.95754 0.19 0.09 -0.16
H -0.15742 0.11917 -2.75456 -0.06 -0.22 0.10
H 0.30182 2.42616 -3.26409 -0.06 0.01 -0.50
H -1.03365 2.55320 -2.14991 -0.70 -0.51 -0.05
H 0.54944 2.87468 -1.64315 0.13 -0.28 0.17
H -1.09847 -1.63026 -0.70297 0.08 -0.32 -0.23
H 0.67171 -1.72922 -0.73439 0.08 0.23 -0.17
H -2.04792 -2.28009 1.48944 -0.57 -0.16 -0.08
H -0.82587 -2.65201 2.65067 0.09 -0.59 0.34
H -0.84785 -3.47053 1.00175 0.27 -0.13 0.38
H 1.61435 -0.41994 1.51929 -0.34 0.31 -0.01
H 1.75229 -2.13804 1.40636 -0.06 -0.17 -0.26
H 1.04080 -1.47671 2.82945 -0.25 0.36 -0.17
H 0.83521 2.78983 0.90440 -0.05 0.15 0.24
H -0.62653 3.17665 0.87812 0.40 0.07 0.47
O 0.15864 3.20650 1.45630 -0.33 -0.13 -0.68
```
Positions in Å, forces in eV/Å.

---

Formula: C6H17NO
Source: OMol25
Level of theory: ωB97M-V/def2-TZVPD

Its structure (SMILES) is CCNCC(C)C.O. For the energy above the lowest of the compared OMol25 structures with the same formula, charge and spin, the calculation gives 59.31 kcal/mol.

```
25
Properties=species:S:1:pos:R:3:forces:R:3
C 0.05029 0.02813 1.99913 -0.58 -0.76 2.05
N -0.71043 0.78181 0.93997 1.61 -2.44 0.65
C 0.20627 0.99804 -0.21859 -0.56 1.50 0.03
C -0.72037 1.52812 -1.37381 -0.08 2.14 0.21
C -1.24128 0.42714 -2.25999 -1.73 4.21 -2.11
C 0.16065 2.64379 -2.07615 -0.65 -4.13 -1.10
C -0.15301 -1.55530 1.92526 -0.22 1.51 0.26
H -0.35471 0.26437 3.03944 0.23 0.10 -1.36
H 1.10279 0.30811 2.07754 -0.06 0.17 -0.49
H -1.42020 0.03148 0.70013 0.81 1.64 -0.36
H 1.00038 1.83767 0.00765 -1.68 -1.55 0.15
H 0.86474 0.11246 -0.53904 -1.22 0.82 0.26
H -1.70968 2.14689 -1.11795 2.16 -1.60 0.73
H -1.74769 1.06699 -3.09181 -0.10 -1.01 1.24
H -0.59064 -0.00621 -2.93709 1.87 -1.94 -0.39
H -2.02167 -0.10993 -1.79441 -0.46 -1.22 0.31
H -0.28758 2.95839 -3.02802 0.30 0.39 0.45
H 1.05067 2.01041 -2.24610 0.24 0.95 -0.58
H 0.37917 3.33582 -1.32967 0.25 1.68 0.70
H -0.17038 -2.02355 2.95404 0.42 0.35 -1.38
H 0.42912 -2.08704 1.15309 0.01 0.19 0.67
H -1.17204 -1.50830 1.56773 -0.60 -0.99 0.05
H 2.06527 -5.04843 1.61057 -0.27 -0.36 0.07
H 2.80052 -3.79885 1.79090 1.04 1.17 -0.47
O 2.18982 -4.34201 2.24720 -0.77 -0.81 0.39
```
Positions in Å, forces in eV/Å.

---

Formula: C6H17NO2
Source: OMol25
Level of theory: ωB97M-V/def2-TZVPD

Its structure (SMILES) is CCN[C@@H](C)[C@@H](C)O.O. For the energy above the lowest of the compared OMol25 structures with the same formula, charge and spin, the calculation gives 19.63 kcal/mol.

```
26
Properties=species:S:1:pos:R:3:forces:R:3
C 1.91533 0.91039 -0.05589 -0.55 0.14 -0.22
N 1.21213 -0.19984 -0.72028 0.14 0.16 0.62
C 0.41633 -1.13636 0.06220 -1.14 -0.01 0.10
C -1.14051 -0.84527 0.05685 1.59 0.19 -0.04
C -1.92199 -1.86793 0.84811 -0.50 -0.16 -0.16
O -1.46751 0.46558 0.52122 -0.27 -0.24 -0.50
C 0.95725 -1.32508 1.46952 -0.72 0.51 0.13
C 1.10425 2.21954 0.19644 1.20 -0.44 -0.83
H 2.32190 0.61278 0.89878 0.24 -0.38 0.03
H 2.74654 1.10789 -0.71966 0.36 0.30 0.04
H 0.64995 0.22201 -1.44429 -0.13 -0.14 -0.24
H 0.39271 -2.08887 -0.47543 0.53 -0.26 0.08
H -1.33285 -0.82908 -1.01933 -0.65 -0.18 0.19
H -1.62903 -1.82984 1.89796 -0.11 0.08 0.03
H -1.83852 -2.90570 0.52774 0.40 0.02 -0.23
H -2.97990 -1.63431 0.76627 -0.16 0.13 0.18
H -1.08453 0.55816 1.39126 0.12 0.21 0.41
H 2.03792 -1.29494 1.48483 0.13 -0.21 0.16
H 0.56480 -2.20323 1.95500 0.20 -0.70 -0.18
H 0.55798 -0.54281 2.12863 0.44 0.34 -0.08
H 1.52006 2.99325 -0.46025 -0.17 0.10 0.33
H 0.08777 2.05934 -0.11089 -0.44 0.16 0.34
H 1.23157 2.51070 1.23605 -0.39 0.25 0.03
H -1.50286 1.35308 -1.56902 0.53 0.42 0.20
H -1.32523 0.61181 -2.80875 0.20 -0.13 -0.68
O -0.87919 1.30419 -2.31571 -0.87 -0.14 0.28
```
Positions in Å, forces in eV/Å.

---

Formula: C6H17NO3
Source: OMol25
Level of theory: ωB97M-V/def2-TZVPD

Its structure (SMILES) is C=NC(=C)CCC.O.O.O. For the energy above the lowest of the compared OMol25 structures with the same formula, charge and spin, the calculation gives 122.10 kcal/mol.

```
27
Properties=species:S:1:pos:R:3:forces:R:3
C -2.01638 1.95582 -0.53188 -0.98 2.01 0.11
C -1.50865 0.86925 0.41384 0.92 -1.11 -1.92
C 0.06632 0.84725 0.13584 -2.02 2.96 -2.85
C 0.35269 -0.13160 -0.84076 3.03 -2.97 -4.00
C 0.59461 0.05912 -2.20698 -0.94 -1.23 3.85
C 1.38437 -2.21643 -0.83434 -0.32 -0.72 0.33
N 0.53147 -1.46984 -0.29916 -1.76 0.74 -0.94
H -1.23426 2.80843 -0.76938 -1.40 -2.03 0.41
H -2.48690 1.59903 -1.47300 0.63 0.08 0.53
H -2.81824 2.50558 -0.00008 0.08 -0.16 -0.44
H -1.57016 1.06674 1.44166 -0.51 1.10 1.42
H -2.07881 -0.19676 0.40590 1.65 2.32 -0.77
H 0.66571 1.80082 -0.20922 -2.19 -1.12 0.58
H 0.43305 0.72511 1.03840 2.44 -1.66 4.09
H 0.78923 -0.71419 -2.91191 0.02 -0.82 -0.02
H 0.47419 0.97741 -2.66010 -0.22 2.11 -0.53
H 1.36982 -3.26674 -0.56235 0.32 -0.11 0.10
H 2.10944 -1.85650 -1.52506 0.63 0.20 -0.71
H 2.01075 -0.78899 2.26642 -1.07 1.86 2.54
H 1.82895 -1.89222 1.43985 -2.96 -3.50 -1.19
O 2.42502 -1.24969 1.59929 4.39 1.83 -0.69
H -2.52671 -2.57447 -0.75702 -1.72 -0.17 -0.90
H -1.57486 -2.57912 0.10153 4.32 0.70 1.47
O -2.45280 -2.80280 0.16836 -2.48 -0.44 -0.56
H 1.00115 2.25353 2.34500 0.41 0.72 -0.11
H 2.32462 1.73015 2.10666 2.01 -2.62 -0.23
O 1.90638 2.54111 2.11848 -2.28 2.05 0.43
```
Positions in Å, forces in eV/Å.

---

Formula: C6H17NO3
Source: OMol25
Level of theory: ωB97M-V/def2-TZVPD

Its structure (SMILES) is CCCCC(=O)NC.O.O. For the energy above the lowest of the compared OMol25 structures with the same formula, charge and spin, the calculation gives 37.61 kcal/mol.

```
27
Properties=species:S:1:pos:R:3:forces:R:3
C -2.72044 -1.17510 1.56836 1.21 0.46 -1.05
C -1.28122 -1.24932 0.94013 -0.65 -1.21 0.85
C -1.09388 -0.35729 -0.26692 0.25 0.26 0.23
C -1.07719 1.15962 0.15299 -0.16 -0.62 -0.85
C 0.16513 1.47140 0.93444 1.48 -0.36 1.18
N 1.38945 1.69912 0.34920 -1.59 0.39 -2.17
C 1.58105 1.65240 -1.12278 0.66 0.45 0.99
O 0.12423 1.36061 2.15317 -0.24 0.37 0.09
H -3.14888 -0.30214 1.05513 -0.56 -0.23 0.82
H -2.58808 -1.06141 2.63158 -0.39 0.47 0.35
H -3.35037 -2.04515 1.42225 0.04 -0.16 -0.37
H -1.03073 -2.29814 0.72581 -0.02 0.26 -0.23
H -0.58645 -0.96648 1.73693 0.07 0.13 -0.30
H -1.80180 -0.58487 -1.08627 -0.17 0.39 0.58
H -0.13359 -0.58930 -0.71642 0.28 0.04 0.01
H -1.18111 1.70744 -0.78648 -0.12 0.46 0.39
H -1.84688 1.39873 0.89923 -0.14 -0.09 -0.69
H 2.18989 1.92829 0.91089 -0.17 -0.14 0.38
H 2.46758 1.02337 -1.24064 -0.35 0.04 -0.58
H 1.76842 2.62942 -1.59184 -0.01 -0.05 0.41
H 0.70209 1.24091 -1.60736 0.26 -0.28 0.09
H 2.59481 -1.25076 -0.48432 -1.20 0.69 0.77
H 1.65551 -0.39046 0.58240 0.08 -0.01 -0.89
O 2.37211 -1.00904 0.43194 1.41 -1.01 0.77
H 0.88888 -1.52603 -2.68356 -0.49 -0.15 0.17
H 2.33174 -1.27047 -2.76418 0.65 0.11 -0.23
O 1.60971 -1.19537 -2.14366 -0.14 -0.23 -0.69
```
Positions in Å, forces in eV/Å.